# 1
A structure of composition C4H5N3, computed with the ωB97M-V functional and the def2-TZVPD basis.

Atoms and positions in Å:
N -1.48 0.14 -0.23
C -0.17 -0.01 0.41
C 0.25 1.49 0.57
N 0.96 1.55 -0.50
C 1.06 0.00 -0.40
N 0.81 -1.49 -0.78
C 0.13 -1.54 0.32
H -1.47 0.82 -0.99
H -1.85 -0.74 -0.59
H -0.12 2.34 1.16
H 1.99 -0.12 0.16
H -0.13 -2.44 0.87

The HOMO energy is -9.225 eV. For the LUMO energy, the calculation gives 0.575 eV. The calculation puts the frontier orbital gap at 9.8 eV. As for the spin multiplicity: 1. The total energy comes out at -8692.22910 eV. The calculation puts the relative energy (zero: lowest compared OMol25 entry of this formula, charge and spin) at 174.9 kcal/mol.


# 2
The molecule C5H10O, computed with the ωB97M-V functional and the def2-TZVPD basis.

Atoms and positions in Å:
C -0.80 1.63 -0.11
C -0.91 0.15 -0.48
C 0.28 -0.68 0.01
C 1.56 -0.51 -0.77
C 0.05 -1.10 1.42
O -0.07 -2.04 0.36
H 0.08 2.10 -0.56
H -0.74 1.76 0.98
H -1.68 2.18 -0.46
H -1.01 0.03 -1.56
H -1.81 -0.28 -0.01
H 1.39 -0.76 -1.83
H 1.92 0.52 -0.72
H 2.34 -1.17 -0.39
H -0.93 -0.63 1.91
H 0.30 -1.22 2.43

The HOMO energy is -9.640 eV. For the LUMO energy, the calculation gives 0.983 eV. The calculation puts the frontier orbital gap at 10.6 eV. As for the spin multiplicity: 1. The total energy comes out at -7392.25895 eV. The calculation puts the relative energy (zero: lowest compared OMol25 entry of this formula, charge and spin) at 57.8 kcal/mol. The structure (SMILES) is CC[C@@]1(C)CO1.


# 3
The molecule C5H10, computed with the ωB97M-V functional and the def2-TZVPD basis.

Atoms and positions in Å:
C 1.92 -0.20 0.41
C 0.64 -0.26 1.15
C -0.39 -1.04 0.41
C -1.45 0.00 -0.01
C -0.81 1.26 -0.60
H 2.49 0.72 0.58
H 2.48 -0.99 0.96
H 1.93 -0.48 -0.65
H -0.12 1.70 0.13
H -0.03 -1.58 -0.49
H -0.87 -1.76 1.09
H -2.06 0.27 0.86
H -2.12 -0.46 -0.75
H -1.55 2.02 -0.86
H -0.24 1.02 -1.51

The HOMO energy is -8.168 eV. For the LUMO energy, the calculation gives 0.391 eV. The calculation puts the frontier orbital gap at 8.6 eV. As for the spin multiplicity: 1. The total energy comes out at -5343.58837 eV. The calculation puts the relative energy (zero: lowest compared OMol25 entry of this formula, charge and spin) at 84.8 kcal/mol.


# 4
The ion C9H13N2O2 with charge +1, computed with the ωB97M-V functional and the def2-TZVPD basis.

Atoms and positions in Å:
C 1.40 -0.19 -0.91
C -0.61 -0.44 -0.49
C -0.81 0.36 0.49
C 0.15 0.63 1.59
C -2.29 0.80 0.72
C 2.93 1.27 3.00
C -1.97 -1.75 -3.26
C 2.38 1.85 1.78
C -0.60 -1.58 -2.55
N 1.72 0.48 0.02
N 1.38 1.05 1.10
O -0.14 0.62 2.77
O -0.92 -1.44 -1.18
H -2.96 0.79 -0.21
H -2.41 1.86 0.86
H -2.77 0.30 1.53
H 3.46 0.28 2.82
H 3.59 2.06 3.52
H 2.16 1.07 3.77
H -1.81 -2.41 -4.09
H -2.73 -2.18 -2.51
H -2.32 -0.82 -3.74
H 1.88 2.82 2.16
H 3.17 2.05 1.14
H 0.13 -0.90 -3.03
H -0.25 -2.66 -2.62

The HOMO energy is -13.919 eV. For the LUMO energy, the calculation gives -5.739 eV. The total charge is +1. The calculation puts the frontier orbital gap at 8.2 eV. As for the spin multiplicity: 1. The total energy comes out at -16605.52626 eV. The calculation puts the relative energy (zero: lowest compared OMol25 entry of this formula, charge and spin) at 151.2 kcal/mol.


# 5
A cluster of 7 separate species, C14H42O7S7 in total, computed with the ωB97M-V functional and the def2-TZVPD basis.

Atoms and positions in Å:
C 5.70 -1.28 0.30
S 6.66 0.11 0.33
O 5.74 1.30 0.31
C 7.23 -0.05 2.00
H 4.94 -0.91 1.08
H 6.37 -2.19 0.66
H 4.92 -1.39 -0.51
H 7.91 0.79 2.05
H 7.82 -0.94 2.16
H 6.46 -0.09 2.87
C 3.74 3.48 2.39
S 2.30 2.58 2.17
O 1.19 3.12 3.13
C 1.93 3.29 0.54
H 4.00 3.85 1.39
H 4.51 2.73 2.73
H 3.61 4.28 3.11
H 1.86 4.35 0.69
H 1.11 2.86 0.08
H 2.68 3.05 -0.16
C -4.37 3.18 -1.55
S -4.57 1.41 -1.87
O -5.38 1.48 -3.23
C -2.95 1.28 -2.56
H -5.25 3.62 -1.38
H -4.14 3.67 -2.35
H -3.97 3.27 -0.71
H -3.21 1.56 -3.72
H -2.87 0.21 -2.72
H -2.11 1.99 -2.00
C -1.90 -1.84 1.25
S -0.92 -2.48 2.64
O -1.83 -3.51 3.33
C 0.16 -3.49 1.70
H -1.55 -1.07 0.42
H -2.69 -1.36 1.64
H -2.41 -2.55 0.94
H 0.52 -2.80 0.77
H -0.23 -4.35 1.31
H 1.16 -3.52 2.12
C 1.67 0.06 -0.80
S 0.29 0.17 -1.84
O 0.49 1.64 -2.35
C 0.83 -0.82 -3.18
H 2.56 0.81 -1.10
H 2.09 -0.98 -0.84
H 1.30 0.25 0.26
H 1.55 -0.61 -3.83
H -0.03 -0.84 -3.78
H 0.83 -1.88 -2.95
C -1.83 -4.97 -3.19
S -2.26 -3.89 -1.77
O -1.63 -2.54 -2.07
C -3.96 -3.71 -2.08
H -2.39 -5.78 -2.89
H -0.78 -5.27 -3.00
H -2.12 -4.54 -4.15
H -4.27 -3.62 -3.02
H -4.46 -3.01 -1.50
H -4.52 -4.45 -1.67
C -3.19 2.68 3.35
S -1.66 1.92 3.03
O -1.87 0.53 3.59
C -2.05 1.72 1.34
H -4.01 2.08 2.83
H -3.48 3.58 3.02
H -3.04 2.74 4.49
H -2.92 1.37 1.18
H -1.35 1.06 0.73
H -1.91 2.64 0.83

The HOMO energy is -8.505 eV. For the LUMO energy, the calculation gives 0.065 eV. The calculation puts the frontier orbital gap at 8.6 eV. As for the spin multiplicity: 1. The total energy comes out at -105363.18390 eV. The calculation puts the relative energy (zero: lowest compared OMol25 entry of this formula, charge and spin) at 225.1 kcal/mol.


# 6
A structure of composition C21H21ClN2PY, computed with the ωB97M-V functional and the def2-TZVPD basis.

Atoms and positions in Å:
Y -2.65 -0.09 -0.06
Cl -2.92 1.06 -2.20
P 0.37 -0.14 -0.06
C 1.00 -1.77 0.50
C 2.05 -1.92 1.42
C 2.48 -3.20 1.79
C 1.83 -4.34 1.31
C 0.72 -4.19 0.46
C 0.31 -2.92 0.05
C 0.72 -0.09 -1.87
C 0.52 1.14 -2.53
C 0.57 1.19 -3.91
C 0.85 0.05 -4.67
C 1.10 -1.16 -4.01
C 1.07 -1.23 -2.61
C 1.68 1.02 0.54
C 1.32 2.15 1.31
C 2.30 3.03 1.78
C 3.66 2.80 1.49
C 4.02 1.70 0.70
C 3.04 0.83 0.21
H 0.31 2.03 -1.94
H 0.39 2.14 -4.41
H 0.88 0.10 -5.77
H 1.34 -2.05 -4.59
H 1.31 -2.17 -2.11
H 2.56 -1.05 1.85
H 3.34 -3.32 2.46
H 2.16 -5.34 1.59
H 0.18 -5.06 0.09
H -0.54 -2.81 -0.64
H 0.26 2.34 1.51
H 2.00 3.90 2.38
H 4.42 3.49 1.87
H 5.08 1.53 0.46
H 3.34 -0.01 -0.43
H -1.53 -0.28 2.77
H -1.55 0.45 2.69
N -4.51 2.27 1.30
C -5.84 2.21 1.47
C -6.20 0.87 1.53
C -5.04 0.14 1.36
N -3.99 1.02 1.13
H -3.94 3.10 1.21
H -6.46 3.07 1.49
H -7.18 0.45 1.64
H -4.83 -0.92 1.45

The HOMO energy is -14.052 eV. For the LUMO energy, the calculation gives -7.957 eV. The total charge is +2. The calculation puts the frontier orbital gap at 6.1 eV. As for the spin multiplicity: 1. The total energy comes out at -47937.52881 eV.


# 7
The molecule C6H19N6P, computed with the ωB97M-V functional and the def2-TZVPD basis.

Atoms and positions in Å:
H -2.02 -2.09 2.51
N -2.47 -1.42 1.75
N -1.82 -1.48 0.66
C -2.32 -0.74 -0.48
N -1.10 -0.13 -1.08
C -0.94 -0.46 -2.48
P 0.31 -0.50 -0.15
N 0.97 -1.92 -0.04
N 1.44 0.43 -0.88
C 2.76 -0.09 -1.15
C 1.37 1.94 -0.81
N -0.15 0.27 1.25
C 0.79 0.02 2.32
C -1.01 1.29 1.51
H -2.64 -1.52 -1.18
H -3.10 0.01 -0.29
H -1.07 -1.60 -2.64
H -1.67 0.07 -3.09
H -0.06 -0.11 -2.85
H 0.30 -2.62 0.14
H 2.70 -1.16 -0.78
H 3.17 0.17 -2.17
H 3.39 0.38 -0.46
H 0.75 2.11 0.12
H 2.37 2.34 -0.73
H 0.91 2.28 -1.69
H 1.42 -0.79 2.16
H 1.31 1.08 2.52
H 0.18 -0.30 3.20
H -1.66 1.36 0.65
H -1.63 1.00 2.35
H -0.49 2.19 1.81

The HOMO energy is -8.153 eV. For the LUMO energy, the calculation gives 0.451 eV. The calculation puts the frontier orbital gap at 8.6 eV. As for the spin multiplicity: 1. The total energy comes out at -24756.56825 eV. The calculation puts the relative energy (zero: lowest compared OMol25 entry of this formula, charge and spin) at 27.9 kcal/mol. The structure (SMILES) is [H]/N=N/CN(C)P(=N)(N(C)C)N(C)C.


# 8
A structure of composition C39H50N3PS2W, computed with the ωB97M-V functional and the def2-TZVPD basis.

Atoms and positions in Å:
W -1.16 -0.28 -0.17
C 2.05 -5.24 0.03
C 1.10 -4.37 0.87
C -0.30 -5.00 0.88
C 1.13 -2.94 0.38
C 0.55 -2.57 -0.81
C 0.62 -1.25 -1.34
C 0.57 -1.13 -2.87
C -0.70 -1.69 -3.53
C 1.80 -1.83 -3.45
C 1.32 -0.26 -0.57
C 2.01 -0.67 0.62
C 1.86 -1.96 1.07
C 2.93 0.27 1.39
C 2.56 0.38 2.87
C 4.39 -0.17 1.28
C 1.80 0.97 -1.29
C 3.12 0.96 -1.76
C 3.65 2.03 -2.46
C 2.85 3.14 -2.73
C 1.54 3.16 -2.29
C 1.00 2.09 -1.57
P -0.72 2.06 -0.96
C -0.69 3.39 0.40
C -0.40 4.81 -0.07
C 0.46 3.00 1.35
C -2.03 3.34 1.13
C -1.80 2.60 -2.43
C -3.19 2.00 -2.20
C -1.95 4.11 -2.63
C -1.23 1.98 -3.71
H 2.08 -6.26 0.42
H 3.06 -4.83 0.04
H 1.71 -5.28 -1.00
H 1.48 -4.37 1.90
H -0.64 -5.18 -0.14
H -1.03 -4.36 1.36
H -0.28 -5.95 1.40
H 0.08 -3.34 -1.42
H 0.65 -0.07 -3.14
H -0.72 -2.78 -3.47
H -0.73 -1.42 -4.58
H -1.61 -1.32 -3.05
H 1.75 -2.91 -3.25
H 2.72 -1.45 -3.00
H 1.85 -1.68 -4.53
H 2.37 -2.26 1.99
H 2.85 1.27 0.95
H 2.83 -0.54 3.40
H 1.50 0.55 3.02
H 3.11 1.20 3.33
H 4.51 -1.18 1.67
H 5.02 0.50 1.86
H 4.75 -0.16 0.25
H 3.72 0.08 -1.57
H 4.67 1.99 -2.81
H 3.26 3.98 -3.28
H 0.93 4.02 -2.52
H 0.55 4.87 -0.61
H -0.31 5.44 0.82
H -1.19 5.23 -0.68
H 1.42 3.21 0.89
H 0.42 1.94 1.60
H 0.39 3.58 2.27
H -2.85 3.70 0.50
H -2.00 3.98 2.02
H -2.27 2.33 1.46
H -3.64 2.36 -1.28
H -3.15 0.91 -2.15
H -3.85 2.27 -3.03
H -2.50 4.56 -1.81
H -2.52 4.27 -3.54
H -1.00 4.62 -2.74
H -1.16 0.90 -3.63
H -0.25 2.38 -3.97
H -1.91 2.20 -4.54
S -3.58 0.07 0.53
C -3.67 -1.65 0.45
S -2.45 -2.31 -0.61
C -4.56 -2.45 1.12
C -4.46 -3.87 1.00
N -4.35 -5.01 0.91
C -5.55 -1.93 1.99
N -6.35 -1.51 2.70
N -0.76 -0.20 1.59
C -0.91 -0.47 2.91
C -1.12 0.54 3.86
C -1.22 0.24 5.20
C -1.12 -1.08 5.64
C -0.94 -2.09 4.71
C -0.83 -1.80 3.36
H -1.21 1.57 3.52
H -1.38 1.03 5.91
H -1.18 -1.31 6.69
H -0.90 -3.13 5.03
H -0.69 -2.58 2.62

The HOMO energy is -7.163 eV. For the LUMO energy, the calculation gives -1.028 eV. The calculation puts the frontier orbital gap at 6.1 eV. As for the spin multiplicity: 1. The total energy comes out at -78510.58928 eV. The calculation puts the relative energy (zero: lowest compared OMol25 entry of this formula, charge and spin) at 0.0 kcal/mol.